Computed, not measured: C43H49AsMoN4O2PS5 as an isolated structure, with ωB97M-V/def2-TZVPD.

```
106
Properties=species:S:1:pos:R:3:lowdin_spin:R:1
Mo -1.518 1.494 -1.255 0.7945
As -0.170 2.672 -3.033 0.0309
S 0.954 1.286 0.903 0.0300
S 1.674 -1.400 0.412 0.0002
S -2.777 3.619 -0.936 -0.0041
S -0.373 -1.705 -1.471 0.0058
S -3.607 0.513 -0.401 0.0348
P -3.821 2.406 0.261 0.0041
O -5.345 2.806 0.380 -0.0004
O -3.314 2.567 1.739 0.0012
N 0.330 -2.006 -0.045 -0.0007
N -0.822 -0.341 -1.723 0.0116
N 1.947 0.126 0.352 0.0007
N 0.010 1.880 -0.046 0.0489
C -0.607 4.523 -3.423 -0.0035
C 2.507 -3.036 -4.704 -0.0001
C -1.498 -4.113 -0.656 0.0005
C 2.138 2.470 1.438 0.0024
C 0.819 -3.637 -3.097 -0.0001
C 1.727 2.826 -2.673 0.0184
C 3.069 -2.032 -0.462 0.0000
C 4.293 -3.960 -1.137 0.0000
C 1.873 -2.083 2.032 0.0000
C 2.530 4.747 2.014 0.0001
C -1.698 -0.331 3.408 0.0003
C -6.213 2.856 -0.793 -0.0001
C 0.906 -2.893 2.603 0.0001
C -3.654 -4.795 -1.473 0.0000
C 3.458 2.132 1.709 0.0008
C 3.320 -2.350 3.908 0.0000
C 1.701 -3.996 -4.106 0.0000
C -2.528 -5.040 -0.697 0.0001
C 0.219 0.661 2.394 0.0107
C -1.628 -2.945 -1.403 0.0025
C -3.402 3.323 4.008 0.0001
C 3.082 -1.800 2.662 0.0000
C 5.253 -3.123 -1.701 0.0000
C -3.765 -3.625 -2.212 0.0000
C -4.164 2.605 2.925 0.0004
C 1.165 -3.436 3.855 0.0000
C 0.891 0.697 3.611 0.0024
C 4.320 3.132 2.135 0.0002
C 1.654 3.765 1.583 0.0011
C -2.745 -2.687 -2.185 0.0001
C 2.450 -1.710 -4.292 0.0000
C 3.856 4.431 2.287 0.0010
C 0.760 -2.303 -2.711 0.0004
C -1.074 0.166 2.276 0.0021
C 3.187 -3.418 -0.509 0.0000
C -7.635 2.687 -0.327 0.0000
C 0.248 0.198 4.734 0.0004
C 4.006 -1.179 -1.025 0.0000
C -0.189 1.973 -4.844 -0.0027
C 2.362 -3.168 4.500 0.0001
C 1.571 -1.336 -3.289 0.0000
C -1.039 -0.317 4.630 0.0006
C 5.111 -1.744 -1.647 0.0000
H 4.414 -5.034 -1.180 0.0000
H -4.399 1.574 3.193 0.0000
H -6.051 3.820 -1.274 0.0000
H -4.455 -5.523 -1.500 0.0000
H -5.918 2.064 -1.481 0.0000
H 2.214 3.300 -3.523 0.0015
H 3.874 -0.107 -0.966 0.0000
H -5.087 3.120 2.679 0.0000
H 3.805 1.118 1.575 0.0001
H -0.023 -3.084 2.083 0.0000
H -0.618 -4.284 -0.050 0.0000
H 0.453 2.585 -5.475 -0.0006
H 0.750 0.222 5.693 0.0001
H -8.307 2.757 -1.183 0.0000
H -3.135 4.328 3.681 0.0000
H -4.650 -3.439 -2.806 0.0000
H 0.621 3.991 1.350 -0.0001
H 4.255 -2.151 4.413 0.0000
H -2.709 -0.715 3.335 0.0001
H 3.183 -3.324 -5.499 0.0000
H -4.030 3.406 4.896 0.0000
H -1.208 2.021 -5.223 0.0003
H 0.425 -4.071 4.325 0.0000
H 1.888 1.113 3.688 0.0001
H 5.863 -1.103 -2.088 0.0000
H 1.492 -0.313 -2.954 0.0000
H 4.535 5.207 2.616 0.0001
H -0.758 5.077 -2.498 0.0001
H 0.178 -4.382 -2.643 0.0000
H 6.122 -3.554 -2.183 0.0000
H 0.140 0.940 -4.876 0.0000
H 3.829 -1.180 2.179 0.0000
H 0.204 4.976 -3.989 -0.0005
H 2.557 -3.603 5.473 0.0000
H 2.179 5.764 2.131 0.0000
H 1.747 -5.026 -4.433 0.0000
H -1.522 4.561 -4.009 -0.0001
H 2.165 1.846 -2.489 0.0001
H 2.440 -4.057 -0.050 0.0000
H 5.355 2.896 2.340 0.0000
H -1.536 -0.698 5.513 0.0001
H -7.904 3.466 0.385 0.0000
H -2.455 -5.951 -0.118 0.0000
H 3.084 -0.966 -4.760 0.0000
H -2.492 2.786 4.274 0.0000
H -7.774 1.714 0.145 0.0000
H -2.817 -1.761 -2.743 0.0003
H -1.592 0.187 1.327 0.0021
H 1.859 3.438 -1.781 0.0006
```

Its total energy is -181585.1529 eV. The HOMO energy (spin up / spin down) comes out at -11.8 / -11.5 eV. The spin multiplicity is 2. The total charge is +2. Its molar mass is 1016.06 g/mol. The lowest unoccupied orbital energy (spin up / spin down) is -0.18449 / -0.17892 Ha. The calculation puts the orbital gap (spin up / spin down) at 6.752 / 6.583 eV.